C4H6N2O | ωB97M-V/def2-TZVPD

Cartesian coordinates (Å):
N -1.04 0.95 1.49
C -0.44 0.25 0.44
N -1.19 -0.54 -0.41
C -0.42 -1.06 -1.40
C 0.87 -0.52 -1.30
C 0.82 0.26 -0.08
O 1.85 0.99 0.46
H -0.49 1.76 1.73
H -1.13 0.43 2.36
H -2.18 -0.70 -0.28
H -0.82 -1.75 -2.13
H 1.61 -1.07 -0.67
H 2.56 1.00 -0.21

Calculated values
Structure (SMILES): Nc1[nH]ccc1O
M, g mol⁻¹: 98.1
LUMO, eV: 0.89
DFT total energy, Eh: -340.68363
Energy relative to the best compared isomer or geometry (same formula, charge and spin), kcal per mole: 69.8
Charge: 0